Entry 1:
50
Properties=species:S:1:pos:R:3 method="wB97M-V/def2-TZVPD" e_homo_ev=-7.184 charge=-1 relative_energy_kcal_mol=7.5 homo_lumo_gap_ev=9.37
C 0.0895 -0.2274 0.1321
O 0.5407 0.2989 1.1649
O -0.9611 0.3842 -0.3919
O 0.5739 -1.2212 -0.4247
H -1.2846 1.1961 0.0253
O -0.1774 -3.0819 1.5889
H 0.6072 -2.6639 1.9378
H -0.8682 -2.4708 1.2946
O -1.5012 -0.9979 -2.7802
H -1.3432 -1.9269 -2.5732
H -1.0799 -0.4765 -2.0815
O -2.6340 0.8464 2.2348
H -2.0424 0.3331 2.6932
H -3.2496 1.1929 2.8450
O -1.0529 2.8050 0.8495
H -1.6401 2.4429 1.5323
H -1.4940 3.2269 0.1317
O -3.8155 1.5653 -0.1723
H -3.4452 1.3438 0.6601
H -3.5093 0.9895 -0.8654
O 1.5142 -4.0490 -0.3534
H 0.9186 -4.2545 -1.0923
H 0.8761 -3.7548 0.3170
O 3.1815 0.5162 1.7163
H 3.1671 1.0823 2.4604
H 2.2667 0.6047 1.4816
O 1.7325 3.0912 0.4081
H 2.2266 3.2931 1.2247
H 0.9751 2.6939 0.8036
O -2.3002 1.7690 -2.4458
H -1.3557 1.6884 -2.5278
H -2.5362 1.0399 -3.0229
O 3.0831 -1.5214 -0.2362
H 2.1100 -1.7170 -0.1693
H 3.3896 -2.0285 -0.9900
O 3.0327 1.2031 -1.2561
H 2.9419 0.2596 -1.0544
H 2.6620 1.7433 -0.6095
O 1.5440 -1.8476 -2.8243
H 1.2298 -1.6836 -1.9460
H 2.1714 -2.5519 -2.8084
O -2.3833 -1.6941 0.8513
H -1.7391 -1.2460 0.2615
H -2.7394 -0.9883 1.4543
O -0.1960 -0.3269 3.5171
H 0.1911 -0.2408 2.6457
H 0.4270 -0.9560 3.9079
O 0.4498 1.8401 -2.7249
H 1.1175 1.6962 -2.0271
H 0.3289 2.7809 -2.7621

***

Entry 2:
53
Properties=species:S:1:pos:R:3 method="wB97M-V/def2-TZVPD" e_homo_ev=-7.058 charge=-1 relative_energy_kcal_mol=10.4 homo_lumo_gap_ev=9.14
C 0.2225 0.2395 0.0166
O -0.5195 1.2155 0.3496
O -0.2085 -0.9975 0.3906
O 1.2855 0.3645 -0.5474
H -0.8615 -0.9225 1.0506
O 0.2115 -0.2335 3.3396
H 0.9125 -0.5525 3.9016
H -0.5985 -0.2535 3.8606
O 3.4115 -1.1505 -0.1494
H 3.4955 -1.1605 0.8176
H 2.7605 -0.4775 -0.3614
O 3.2505 2.2765 -0.4434
H 2.5365 1.6815 -0.5564
H 3.1625 2.8085 0.3426
O -3.0165 -0.1225 0.0556
H -2.2115 0.1215 0.5096
H -3.2445 0.6925 -0.3894
O 1.7315 -3.3175 -1.1374
H 0.8245 -3.0725 -1.3844
H 2.2155 -2.5975 -1.5794
O -2.3715 2.2235 1.8546
H -1.7815 1.9555 1.1676
H -1.7445 2.5045 2.5186
O -2.8795 -2.0035 2.5946
H -3.2645 -1.1495 2.6836
H -3.2915 -2.3935 1.8066
O 0.2185 1.5625 -3.5034
H -0.3485 0.9275 -3.1044
H 0.5365 2.1075 -2.7984
O 0.4125 4.3385 1.0356
H 0.5225 3.8985 0.1996
H 1.2195 4.7955 1.0596
O -1.6205 -0.2455 -2.3614
H -1.7785 0.2895 -1.6034
H -2.3905 -0.7695 -2.6244
O 1.5135 2.2995 2.4286
H 1.1745 3.1075 2.0656
H 1.1895 1.5965 1.8836
O 1.6195 -2.7655 1.7246
H 1.7155 -2.6725 0.8186
H 1.0655 -2.0355 1.9356
O -2.0025 -3.5785 0.2606
H -1.2975 -4.1035 0.6856
H -1.5115 -3.0945 -0.4504
O -0.9075 -2.7505 -2.0974
H -1.6245 -2.9545 -2.6524
H -1.1565 -1.8795 -1.7884
O 1.5865 -0.9805 -2.6864
H 0.9155 -1.0215 -3.3434
H 1.2415 -0.3755 -2.0364
O 0.2415 2.9895 -1.3604
H 0.0435 2.2915 -0.7434
H -0.6035 3.3425 -1.6554

***

Entry 3:
57
Properties=species:S:1:pos:R:3 method="wB97M-V/def2-TZVPD" e_homo_ev=-7.084 charge=-1 relative_energy_kcal_mol=0.0 homo_lumo_gap_ev=9.33
N -0.6167 -0.7060 0.5524
C 0.2067 -1.0824 -0.6008
O 0.7690 -0.1183 -1.1491
O 0.1153 -2.2856 -0.9247
H -0.6662 0.2595 0.8454
H -0.3962 -1.3629 1.3026
H 1.0881 -2.6305 -2.7144
H 1.6133 -3.7655 -1.9558
O 1.8246 -3.2588 -2.7505
H -2.2949 -1.5529 0.5847
H -2.7663 -3.0019 0.8690
O -3.0855 -2.0925 0.8130
H -1.8389 2.2409 -0.6201
H -1.0278 3.3664 -0.8804
O -0.9495 2.5547 -0.3579
H -1.8856 0.1823 -0.9240
H -2.6689 -0.4159 -2.0576
O -2.4042 0.4442 -1.6998
H 2.0287 1.6533 -1.1336
H 2.9241 1.2589 -2.3473
O 2.9387 1.6026 -1.4486
H 0.4441 2.2367 1.1748
H -0.3834 2.6256 2.2138
O 0.5785 2.5116 2.1009
H 3.2309 2.8252 0.6293
H 2.3703 3.1892 2.0135
O 3.1111 3.3570 1.4161
H 0.1266 3.1544 -3.3768
H 0.2352 1.9736 -2.4877
O 0.5637 2.8885 -2.5591
H -1.2971 0.2041 -3.1919
H -0.1776 -0.3036 -4.2035
O -0.5389 0.4588 -3.7462
H 3.1778 -1.9631 -2.6444
H 2.4152 -0.6933 -2.0450
O 3.2595 -1.0222 -2.4116
H 2.4324 0.4358 3.0946
H 3.0088 -0.4541 2.0703
O 2.5105 -0.5107 2.9150
H -2.8830 1.3262 2.8571
H -2.4453 2.2615 1.7161
O -2.7658 2.2610 2.6247
H 1.2288 -1.5422 2.3139
H 1.4337 -2.8970 1.5369
O 0.8370 -2.4366 2.1389
H -0.4125 -3.6157 1.5608
H -0.7346 -3.9270 0.1313
O -0.8755 -4.2823 1.0230
H -3.6312 -0.9412 2.2603
H -2.4190 -0.9319 3.1610
O -3.2343 -0.4450 3.0020
H -4.1147 0.8307 0.9520
H -4.4029 0.9447 -0.4499
O -4.1039 1.5203 0.2711
H 3.5954 -0.7903 -0.1779
H 3.3094 0.6386 0.1417
O 3.6431 -0.1776 0.5722

***

Entry 4:
58
Properties=species:S:1:pos:R:3 method="wB97M-V/def2-TZVPD" e_homo_ev="-13.200 / -13.200" charge=+1 multiplicity=2 homo_lumo_gap_ev="9.09 / 4.36"
N -1.7502 0.0012 2.2056
C -1.2652 -0.2616 3.5812
N -0.6561 0.6748 4.0920
H -2.7558 -0.1298 1.9523
H -1.4199 0.7170 1.7345
H -1.6591 -1.2826 3.7676
H -0.4039 0.7855 5.0031
H 1.7286 -0.0921 -0.9561
H 2.4074 0.9126 -0.2185
O 2.5608 0.2304 -0.8500
H -0.5724 -3.5331 0.2634
H -1.3096 -4.2215 -0.8195
O -1.2577 -3.3921 -0.3364
H -3.1553 -1.4739 -0.4367
H -1.8350 -1.8399 -0.9099
O -2.5864 -1.1573 -1.0586
H 2.4265 -0.9686 2.3487
H 3.0172 -2.0742 3.1264
O 2.2703 -1.8934 2.4375
H 1.7441 -3.8407 -0.0265
H 1.5418 -2.8291 1.1599
O 1.1521 -3.6442 0.6910
H -2.2154 3.0453 2.0386
H -1.5662 2.4385 0.7726
O -2.4344 2.4874 1.3115
H 2.6134 -2.3083 -1.1800
H 4.0758 -3.2390 -0.5775
O 3.1256 -3.1926 -1.1549
H 2.5875 1.8371 2.2912
H 0.9969 1.4428 1.6349
O 2.0228 1.5834 1.5009
H 0.8200 2.9297 -0.5409
H -0.1680 3.8592 0.1604
O 0.2210 3.0616 0.2010
H -4.1259 -1.9973 2.1677
H -3.3699 -2.1170 0.9796
O -3.6282 -2.6971 1.8185
H -1.5747 0.2617 -1.9825
H -0.2748 0.8264 -2.4702
O -1.2017 0.9848 -2.5599
H 2.1364 3.2127 -2.6109
H 0.6844 3.2856 -2.8305
O 1.2992 3.5354 -2.1595
H -0.0821 2.1974 -4.8051
H 0.8831 1.2961 -4.0580
O 0.6456 2.1588 -4.1919
H -3.6545 1.1565 0.8361
H -4.7258 0.3477 -0.0032
O -4.1877 0.4472 0.8074
H 3.8298 1.6679 -2.6643
H 4.2907 2.7064 -1.5957
O 3.8655 2.6023 -2.4473
H -0.3963 -2.2614 -2.0121
H 0.5532 -1.1074 -1.4333
O 0.5137 -1.7908 -2.1221
H -0.1895 -0.2321 0.6950
H 0.2015 0.9173 -0.3844
O 0.2070 -0.0338 -0.1827

***

Entry 5:
58
Properties=species:S:1:pos:R:3 method="wB97M-V/def2-TZVPD" e_homo_ev=-10.628 charge=0 relative_energy_kcal_mol=0.0 homo_lumo_gap_ev=10.51
O -1.3602 -0.4996 -0.2486
C -0.6210 0.6116 0.1904
H -0.8457 1.5108 -0.3945
H 0.4283 0.3476 0.2142
H 0.4964 -4.5528 -1.1536
H -0.8614 -4.5706 -1.8061
O -0.2754 -5.0998 -1.2539
H 0.0267 3.5990 1.3947
H -0.0629 2.3989 2.2232
O 0.1906 3.3307 2.3141
H 3.0276 -2.9446 2.1274
H 2.5044 -1.7632 1.8096
O 3.3923 -2.1465 1.6774
H 2.3118 2.5923 -1.6076
H 0.8207 2.3256 -1.9014
O 1.6694 2.4802 -2.3220
H -0.7376 -1.7111 1.2789
H -0.9920 -3.2240 1.3955
O -0.8400 -2.4314 1.9217
H 0.2934 0.1461 -5.1009
H 1.0894 0.4556 -3.8563
O 0.1896 0.5426 -4.2306
H 0.4249 -2.1877 3.2280
H 1.2777 -3.2454 3.7877
O 1.3270 -2.2948 3.5937
H 2.8658 0.7509 -0.1434
H 3.4565 1.9037 0.6920
O 2.7881 1.7074 0.0437
H 4.5249 -0.4172 2.2309
H 3.8290 0.9927 2.7727
O 4.3640 0.5271 2.1110
H -4.5328 0.8707 -0.8943
H -3.7152 -0.3437 2.1519
O -3.4668 0.4976 2.4995
H 3.4876 0.1095 -3.1079
H 2.3129 -0.4514 -2.4021
O 2.7170 -0.4061 -3.2969
H 1.4413 -1.3684 -0.6716
H 2.9401 -1.5315 -0.2816
O 2.2899 -0.8675 -0.5707
H -2.7630 2.9676 2.7624
H -1.4794 3.7540 2.7928
O -2.4355 3.8767 2.8157
H -3.4778 3.0984 -1.7734
H -3.2631 3.5330 -0.2905
O -3.4239 2.7577 -0.8741
H -0.5811 -1.8425 -1.4752
H 0.5770 -2.5080 -2.2649
O 0.2820 -2.2427 -1.3925
H -3.8248 0.6673 3.3622
H -1.8357 0.8625 1.8135
O -0.8902 0.9104 1.5751
H -2.2950 -0.2860 -0.4144
H -3.7444 -0.3664 -1.5183
O -3.9740 0.0937 -0.7132
H -2.2139 -1.2729 -4.1799
H -1.2604 -0.2128 -3.6062
O -1.8939 -0.9064 -3.3681

***

Repeat the fifth record exactly.
58
Properties=species:S:1:pos:R:3 method="wB97M-V/def2-TZVPD" e_homo_ev=-10.628 charge=0 relative_energy_kcal_mol=0.0 homo_lumo_gap_ev=10.51
O -1.3602 -0.4996 -0.2486
C -0.6210 0.6116 0.1904
H -0.8457 1.5108 -0.3945
H 0.4283 0.3476 0.2142
H 0.4964 -4.5528 -1.1536
H -0.8614 -4.5706 -1.8061
O -0.2754 -5.0998 -1.2539
H 0.0267 3.5990 1.3947
H -0.0629 2.3989 2.2232
O 0.1906 3.3307 2.3141
H 3.0276 -2.9446 2.1274
H 2.5044 -1.7632 1.8096
O 3.3923 -2.1465 1.6774
H 2.3118 2.5923 -1.6076
H 0.8207 2.3256 -1.9014
O 1.6694 2.4802 -2.3220
H -0.7376 -1.7111 1.2789
H -0.9920 -3.2240 1.3955
O -0.8400 -2.4314 1.9217
H 0.2934 0.1461 -5.1009
H 1.0894 0.4556 -3.8563
O 0.1896 0.5426 -4.2306
H 0.4249 -2.1877 3.2280
H 1.2777 -3.2454 3.7877
O 1.3270 -2.2948 3.5937
H 2.8658 0.7509 -0.1434
H 3.4565 1.9037 0.6920
O 2.7881 1.7074 0.0437
H 4.5249 -0.4172 2.2309
H 3.8290 0.9927 2.7727
O 4.3640 0.5271 2.1110
H -4.5328 0.8707 -0.8943
H -3.7152 -0.3437 2.1519
O -3.4668 0.4976 2.4995
H 3.4876 0.1095 -3.1079
H 2.3129 -0.4514 -2.4021
O 2.7170 -0.4061 -3.2969
H 1.4413 -1.3684 -0.6716
H 2.9401 -1.5315 -0.2816
O 2.2899 -0.8675 -0.5707
H -2.7630 2.9676 2.7624
H -1.4794 3.7540 2.7928
O -2.4355 3.8767 2.8157
H -3.4778 3.0984 -1.7734
H -3.2631 3.5330 -0.2905
O -3.4239 2.7577 -0.8741
H -0.5811 -1.8425 -1.4752
H 0.5770 -2.5080 -2.2649
O 0.2820 -2.2427 -1.3925
H -3.8248 0.6673 3.3622
H -1.8357 0.8625 1.8135
O -0.8902 0.9104 1.5751
H -2.2950 -0.2860 -0.4144
H -3.7444 -0.3664 -1.5183
O -3.9740 0.0937 -0.7132
H -2.2139 -1.2729 -4.1799
H -1.2604 -0.2128 -3.6062
O -1.8939 -0.9064 -3.3681